Entry from the OMol25 dataset: a structure of composition C31H31BHoN3O2PS in a non-equilibrium geometry (ωB97M-V/def2-TZVPD).

Kohn-Sham gap (spin up / spin down): 8.341 / 8.434 eV
⟨S²⟩: 6.005
HOMO energy (spin up / spin down): -0.4183 / -0.4196 Eh
net charge: +1
multiplicity: 5

CARTESIAN COORDINATES (ANGSTROEM)
Ho1 0.4920 0.9682 -1.0351
O1 0.7094 3.0179 -1.0393
C1 -0.2411 2.9303 -0.1838
C2 -0.2112 3.7880 1.0153
C3 -0.8368 4.9983 1.2278
C4 -0.7945 5.5587 2.5042
C5 -0.1452 4.9057 3.5393
C6 0.4856 3.6841 3.3126
C7 0.4613 3.1117 2.0511
P1 1.2872 1.5112 1.6547
C8 1.7459 0.7254 3.1955
C9 3.0156 0.8769 3.7468
C10 3.3168 0.2706 4.9599
C11 2.3537 -0.4800 5.6197
C12 1.0867 -0.6369 5.0697
C13 0.7831 -0.0410 3.8549
C14 2.8254 2.0618 0.8507
C15 3.3375 1.3110 -0.2063
C16 4.4412 1.7423 -0.9364
C17 5.0477 2.9388 -0.5966
C18 4.5508 3.6965 0.4629
C19 3.4400 3.2694 1.1756
H1 -1.3633 5.4996 0.4258
H2 -1.2839 6.5056 2.6924
H3 -0.1345 5.3402 4.5303
H4 0.9885 3.1764 4.1286
H5 3.7721 1.4578 3.2351
H6 4.3035 0.3840 5.3894
H7 2.5911 -0.9499 6.5653
H8 0.3393 -1.2276 5.5825
H9 -0.2041 -0.1735 3.4259
H10 2.9343 0.3308 -0.4482
H11 4.8241 1.1457 -1.7543
H12 5.9070 3.2849 -1.1568
H13 5.0300 4.6319 0.7227
H14 3.0378 3.8859 1.9701
B1 -3.4533 -1.6897 0.2001
C20 -2.0795 -0.9680 -0.1134
N1 -1.0603 -0.4792 -0.3721
H15 -4.2977 -0.8115 0.3007
H16 -3.2999 -2.3249 1.2312
H17 -3.6495 -2.4198 -0.7689
C21 -2.6201 1.5556 -2.6979
C22 -3.1520 0.6229 -3.7746
C23 -2.5912 -0.7919 -3.7538
N2 -1.1203 -0.6877 -3.9256
C24 -0.1426 -1.3110 -3.3051
S1 1.4083 -0.4923 -3.1527
N3 -0.3215 -2.5284 -2.7640
C25 -1.2506 -3.5202 -3.2246
O2 -1.7398 -3.4287 -4.3162
C26 -1.3913 -4.6990 -2.3332
C27 -1.8584 -5.8781 -2.9035
C28 -2.0314 -6.9953 -2.1045
C29 -1.7493 -6.9254 -0.7430
C30 -1.2975 -5.7424 -0.1751
C31 -1.1140 -4.6253 -0.9754
H18 -3.0410 2.5567 -2.7853
H19 -1.5342 1.7014 -2.8008
H20 -2.8300 1.1913 -1.6931
H21 -2.9750 1.0599 -4.7635
H22 -4.2352 0.5305 -3.6770
H23 -3.0108 -1.4074 -4.5416
H24 -2.7858 -1.2909 -2.8027
H25 -0.7992 0.1302 -4.4279
H26 0.4086 -2.8343 -2.1360
H27 -2.0813 -5.9069 -3.9621
H28 -2.3903 -7.9188 -2.5394
H29 -1.8927 -7.7983 -0.1192
H30 -1.1050 -5.6845 0.8872
H31 -0.8093 -3.6891 -0.5191

---

Entry from the OMol25 dataset: a structure of composition C31H31FIrN2O7P (ωB97M-V/def2-TZVPD).

Kohn-Sham gap: 9.083 eV
HOMO energy: -0.3244 Eh
net charge: 0

CARTESIAN COORDINATES (ANGSTROEM)
Ir1 -0.0661 0.1842 0.1617
C1 -1.7573 0.0541 -5.0587
C2 -2.3872 0.9006 -3.9819
C3 -3.4403 1.7383 -4.3386
C4 -4.0855 2.5381 -3.4085
C5 -3.6993 2.5058 -2.0792
C6 -2.6535 1.6830 -1.6973
C7 -1.9836 0.8945 -2.6349
P1 -0.6481 -0.1229 -1.9559
C8 0.7853 -0.0889 -3.0751
C9 1.3758 -1.2990 -3.4354
C10 2.5414 -1.3258 -4.1842
C11 3.1282 -0.1325 -4.5741
C12 2.5414 1.0724 -4.2200
C13 1.3670 1.1191 -3.4763
C14 0.7364 2.4508 -3.1817
C15 -1.2538 -1.8222 -1.9039
C16 -2.2435 -2.3756 -2.7051
C17 -2.6590 -3.6779 -2.4746
C18 -2.0854 -4.4088 -1.4421
C19 -1.1073 -3.8443 -0.6362
C20 -0.6812 -2.5396 -0.8537
C21 0.3531 -1.8382 -0.0113
H1 -2.4461 -0.0530 -5.8964
H2 -1.4882 -0.9421 -4.7130
H3 -0.8428 0.5149 -5.4375
H4 -3.7669 1.7518 -5.3718
H5 -4.9007 3.1766 -3.7241
H6 -4.2081 3.1121 -1.3419
H7 -2.3500 1.6430 -0.6590
H8 0.9189 -2.2317 -3.1285
H9 2.9885 -2.2733 -4.4543
H10 4.0427 -0.1367 -5.1530
H11 3.0017 2.0040 -4.5274
H12 1.4826 3.2410 -3.2534
H13 0.2845 2.4800 -2.1919
H14 -0.0606 2.6776 -3.8956
H15 -2.7139 -1.7882 -3.4848
H16 -3.4409 -4.1130 -3.0825
H17 -2.4179 -5.4213 -1.2512
H18 -0.6820 -4.4164 0.1804
H19 1.3465 -1.9872 -0.4505
H20 0.3731 -2.3160 0.9779
C22 -1.1779 1.6028 3.6404
C23 -1.0242 0.2212 3.0345
C24 -0.9896 -0.8712 4.0898
O1 0.2654 0.2113 2.3255
C25 -2.1880 -0.0698 2.0583
O2 -3.3127 -0.0635 2.5121
O3 -1.8933 -0.3767 0.8303
H21 -0.4000 1.7726 4.3859
H22 -2.1566 1.6722 4.1111
H23 -1.1096 2.3633 2.8635
H24 -0.1870 -0.6813 4.8055
H25 -0.8452 -1.8526 3.6295
H26 -1.9404 -0.8878 4.6178
H27 0.7126 -0.6220 2.5216
F1 -1.0416 6.3344 -2.1307
C26 0.1842 5.8803 -1.8616
C27 0.4165 5.0964 -0.8084
N1 1.6798 4.6167 -0.5180
C28 1.8577 3.7062 0.6090
C29 1.1156 2.4093 0.3594
O4 -0.1370 2.3781 0.5216
O5 1.7288 1.3739 -0.0368
C30 2.7763 4.9222 -1.3052
O6 3.8940 4.5111 -1.0911
N2 2.4858 5.7476 -2.3765
C31 1.2562 6.2760 -2.7688
O7 1.1447 6.9720 -3.7480
H28 -0.3780 4.7775 -0.1476
H29 1.4487 4.1704 1.5065
H30 2.9209 3.5244 0.7260
H31 3.2775 5.9870 -2.9566

---

Entry from the OMol25 dataset: a structure of composition C31H31N5O2PRhSSeSi (ωB97M-V/def2-TZVPD).

Kohn-Sham gap (spin up / spin down): 6.849 / 5.341 eV
⟨S²⟩: 6.013
HOMO energy (spin up / spin down): -0.2330 / -0.2859 Eh
net charge: 0
multiplicity: 5

CARTESIAN COORDINATES (ANGSTROEM)
Rh1 -0.9476 1.1062 -0.6096
N1 2.2303 -1.2550 6.3979
C1 1.6732 -0.2886 5.5700
C2 0.4698 0.3289 5.9110
C3 -0.0796 1.3000 5.0941
C4 0.5751 1.6680 3.9255
C5 1.7902 1.0776 3.5910
C6 2.3366 0.1104 4.4092
S1 -0.1988 2.7749 2.8174
O1 -1.0752 3.6130 3.5867
O2 0.8553 3.4272 2.0429
N2 -0.9747 1.8587 1.7527
C7 -2.1065 1.2005 2.0491
N3 -2.6537 1.0935 3.2719
C8 -3.7916 0.4248 3.3396
C9 -4.4242 -0.1621 2.2471
C10 -3.7596 -0.0522 1.0442
N4 -2.6100 0.5981 0.9342
H1 1.5921 -1.7282 7.0154
H2 2.8859 -1.8787 5.9563
H3 -0.0410 0.0434 6.8230
H4 -1.0235 1.7635 5.3434
H5 2.3052 1.3748 2.6892
H6 3.2770 -0.3545 4.1414
H7 -4.2318 0.3432 4.3288
H8 -5.3604 -0.6892 2.3399
H9 -4.1482 -0.5072 0.1383
Se1 -0.0216 5.6067 0.6389
C11 -0.3820 4.1474 -0.3950
N5 -0.5709 3.2229 -1.0545
C12 1.6799 -3.0475 3.0797
C13 0.4575 -2.4289 2.8731
C14 0.3260 -1.4702 1.8738
C15 1.4063 -1.1034 1.0722
C16 2.6293 -1.7488 1.2965
C17 2.7693 -2.7117 2.2845
Si1 1.3318 0.2772 -0.1922
C18 1.9448 -0.4202 -1.8183
C19 1.9078 -1.7938 -2.0882
C20 2.3751 -2.3078 -3.2905
C21 2.8727 -1.4523 -4.2626
C22 2.8947 -0.0837 -4.0317
C23 2.4396 0.4213 -2.8218
H10 1.7877 -3.7947 3.8571
H11 -0.3929 -2.6853 3.4921
H12 -0.6345 -0.9891 1.7365
H13 3.4917 -1.4893 0.6911
H14 3.7259 -3.1970 2.4350
H15 2.3325 1.2853 0.2404
H16 1.5419 -2.4787 -1.3309
H17 2.3596 -3.3764 -3.4666
H18 3.2370 -1.8533 -5.2005
H19 3.2742 0.5877 -4.7913
H20 2.4823 1.4920 -2.6498
C24 -2.2329 -1.6620 -2.4462
P1 -1.9782 0.1308 -2.5321
C25 -3.6406 0.7542 -2.9551
C26 -1.0754 0.4147 -4.0835
C27 -0.5912 -0.6050 -4.8933
C28 0.0692 -0.3061 -6.0793
C29 0.2540 1.0118 -6.4610
C30 -0.2086 2.0388 -5.6467
C31 -0.8627 1.7417 -4.4640
H21 -1.2857 -2.1667 -2.2533
H22 -2.6747 -2.0503 -3.3660
H23 -2.8989 -1.8811 -1.6110
H24 -3.9883 0.3370 -3.9020
H25 -3.6142 1.8404 -3.0270
H26 -4.3438 0.4904 -2.1639
H27 -0.7205 -1.6404 -4.6087
H28 0.4462 -1.1102 -6.6970
H29 0.7694 1.2417 -7.3845
H30 -0.0531 3.0716 -5.9297
H31 -1.1997 2.5493 -3.8234

---

Entry from the OMol25 dataset: a structure of composition C31H32Br2Cl5N7ORe (ωB97M-V/def2-TZVPD).

Kohn-Sham gap (spin up / spin down): 6.655 / 6.731 eV
⟨S²⟩: 0.759
HOMO energy (spin up / spin down): -0.4786 / -0.4889 Eh
net charge: +2
multiplicity: 2

CARTESIAN COORDINATES (ANGSTROEM)
Re1 0.2480 -0.4394 0.3490
Cl1 3.6546 -1.8244 0.2086
C1 2.5626 -2.4192 1.4096
C2 1.2784 -1.8952 1.4814
C3 0.4632 -2.4005 2.4709
Cl2 -1.1038 -1.6177 2.4202
C4 0.8109 -3.3670 3.3903
Cl3 -0.3040 -3.8990 4.5688
C5 2.1122 -3.8735 3.3022
Cl4 2.6222 -5.0732 4.4009
C6 2.9872 -3.3973 2.3138
Cl5 4.5756 -4.0211 2.2176
Br1 3.5466 2.0196 -2.4569
C7 2.8019 0.3308 -2.7856
C8 3.1980 -0.4063 -3.9274
C9 2.6805 -1.6463 -4.1741
Br2 3.2400 -2.5908 -5.6983
C10 1.7258 -2.2268 -3.2890
C11 1.1399 -3.5038 -3.4198
C12 0.2428 -3.9351 -2.4769
C13 -0.0904 -3.0995 -1.4021
N1 0.4315 -1.8966 -1.2538
C14 1.3406 -1.4645 -2.1772
C15 1.8858 -0.1918 -1.9226
O1 1.4629 0.4448 -0.7934
H1 3.9244 0.0238 -4.6025
H2 1.4100 -4.1333 -4.2570
H3 -0.2086 -4.9147 -2.5418
H4 -0.7878 -3.4244 -0.6381
C16 2.0603 0.5539 3.4859
N2 2.2551 1.5091 2.3985
C17 3.6437 1.8794 2.1325
C18 1.2353 2.0162 1.7035
N3 0.1350 1.2306 1.4853
C19 -1.1627 1.7812 1.6166
C20 -1.5029 2.8005 2.4939
C21 -2.7981 3.2938 2.5091
C22 -3.7474 2.7709 1.6418
C23 -3.4196 1.7305 0.7834
C24 -2.1311 1.2105 0.7857
N4 -1.6269 0.1769 -0.0721
C25 -2.4279 -0.2997 -1.0932
N5 -3.6235 -0.8346 -0.8577
C26 -4.0111 -1.3840 0.4379
C27 -4.7284 -0.7465 -1.8172
N6 -1.9809 -0.1981 -2.3489
C28 -2.3085 -1.1612 -3.3957
C29 -1.1641 0.9281 -2.7943
N7 1.3150 3.2420 1.1844
C30 2.0504 4.3269 1.8319
C31 0.5214 3.6429 0.0292
H5 2.5885 -0.3747 3.2735
H6 2.4643 0.9820 4.4046
H7 1.0007 0.3528 3.6200
H8 4.2370 0.9650 2.1446
H9 4.0435 2.5608 2.8838
H10 3.7197 2.3269 1.1447
H11 -0.7552 3.2108 3.1629
H12 -3.0633 4.0881 3.1927
H13 -4.7531 3.1678 1.6335
H14 -4.1749 1.3536 0.1073
H15 -3.1321 -1.6161 1.0214
H16 -4.5725 -2.3013 0.2647
H17 -4.6412 -0.6809 0.9835
H18 -4.5081 -0.0109 -2.5841
H19 -5.6148 -0.4229 -1.2718
H20 -4.9410 -1.7114 -2.2766
H21 -2.7183 -2.0671 -2.9578
H22 -1.3817 -1.4130 -3.9145
H23 -3.0103 -0.7579 -4.1262
H24 -1.7151 1.4869 -3.5527
H25 -0.2352 0.5711 -3.2373
H26 -0.9451 1.5867 -1.9613
H27 2.3297 4.0444 2.8423
H28 1.3932 5.1951 1.8867
H29 2.9428 4.5996 1.2683
H30 0.2299 2.7635 -0.5361
H31 1.1430 4.2719 -0.6074
H32 -0.3647 4.2023 0.3338

---

Entry from the OMol25 dataset: a structure of composition C31H32BrN5O3Ti in a non-equilibrium geometry (ωB97M-V/def2-TZVPD).

Kohn-Sham gap (spin up / spin down): 5.425 / 8.185 eV
⟨S²⟩: 2.050
HOMO energy (spin up / spin down): -0.2062 / -0.3036 Eh
net charge: 0
multiplicity: 3

CARTESIAN COORDINATES (ANGSTROEM)
Ti1 -0.2433 -0.1127 0.4767
C1 1.7945 -2.1014 -1.7801
C2 2.6692 -0.8845 -1.6523
C3 3.5846 -0.6072 -2.6585
C4 4.4299 0.4816 -2.5820
C5 4.3509 1.3243 -1.4898
C6 3.4449 1.0829 -0.4716
C7 3.3793 2.0024 0.7115
C8 2.6074 -0.0425 -0.5387
N1 1.7190 -0.2698 0.5321
C9 2.2647 -0.6637 1.7041
O1 3.3977 -1.0964 1.8894
C10 1.2782 -0.4933 2.8206
C11 1.4935 -0.6724 4.1766
C12 0.4576 -0.3575 5.0548
C13 -0.7344 0.1776 4.5629
C14 -0.8851 0.3128 3.1939
N2 0.0958 -0.0585 2.3592
C15 -2.0390 0.9208 2.4484
O2 -3.0501 1.3282 3.0086
N3 -1.7433 0.9800 1.1347
C16 -2.5929 1.7021 0.2717
C17 -2.2963 3.0544 0.0390
C18 -1.1209 3.6709 0.7429
C19 -3.1160 3.7990 -0.7946
C20 -4.2221 3.2209 -1.3923
C21 -4.5018 1.8857 -1.1736
C22 -3.6974 1.1084 -0.3495
C23 -4.0426 -0.3314 -0.0969
H1 1.4285 -2.1803 -2.8038
H2 2.3710 -3.0019 -1.5596
H3 0.9408 -2.0420 -1.0982
H4 3.6441 -1.2751 -3.5041
H5 5.1425 0.6739 -3.3687
H6 5.0087 2.1759 -1.4122
H7 3.7849 2.9783 0.4547
H8 2.3515 2.1225 1.0740
H9 3.9680 1.5807 1.5271
H10 2.4460 -1.0474 4.5232
H11 0.5912 -0.5182 6.1132
H12 -1.5351 0.4690 5.2245
H13 -0.2517 2.9991 0.6957
H14 -0.8604 4.6340 0.3080
H15 -1.3617 3.8186 1.7973
H16 -2.8906 4.8415 -0.9678
H17 -4.8759 3.8132 -2.0155
H18 -5.3669 1.4359 -1.6410
H19 -4.5491 -0.7533 -0.9645
H20 -3.1469 -0.9181 0.1292
H21 -4.7109 -0.4016 0.7626
C24 -0.3259 -5.3648 0.2536
N4 -0.2515 -4.0125 0.7428
C25 0.8850 -3.6598 1.5621
C26 -1.1267 -3.0647 0.3538
O3 -0.9901 -1.8344 0.5811
H22 0.5745 -5.6118 -0.3175
H23 -1.1967 -5.4750 -0.3890
H24 -0.4089 -6.0738 1.0810
H25 1.1857 -4.5348 2.1362
H26 0.5960 -2.8598 2.2498
H27 1.7319 -3.3154 0.9596
H28 -2.0264 -3.4340 -0.1547
Br1 1.3206 3.4759 -3.6346
C27 0.3306 1.9387 -3.1322
C28 -0.3729 1.2170 -4.0982
C29 -1.0636 0.0933 -3.6345
C30 -1.0265 -0.2503 -2.3095
N5 -0.3244 0.4502 -1.3674
C31 0.3393 1.5568 -1.8155
H29 -0.3758 1.4990 -5.1360
H30 -1.6225 -0.5056 -4.3336
H31 -1.5685 -1.1182 -1.9419
H32 0.9073 2.1184 -1.0769

---

Entry from the OMol25 dataset: a structure of composition C31H32BrN6S3SeSr in a non-equilibrium geometry (ωB97M-V/def2-TZVPD).

Kohn-Sham gap: 7.002 eV
HOMO energy: -0.1771 Eh
net charge: -1

CARTESIAN COORDINATES (ANGSTROEM)
Sr1 1.0656 -1.7900 -0.5968
C1 -0.4636 -0.8652 -4.6139
C2 -0.6643 0.2730 -3.8486
C3 0.3241 1.2442 -3.7800
C4 1.5093 1.0777 -4.4806
C5 1.7050 -0.0549 -5.2549
C6 0.7176 -1.0259 -5.3219
H1 -1.2354 -1.6218 -4.6569
H2 -1.5928 0.3985 -3.3078
H3 0.1653 2.1365 -3.1867
H4 2.2807 1.8333 -4.4237
H5 2.6297 -0.1843 -5.7993
H6 0.8723 -1.9144 -5.9223
S1 2.9666 -3.5880 0.2388
C7 2.9867 -2.6274 1.6953
S2 2.0706 -1.1491 1.8770
C8 3.7701 -3.0330 2.7517
C9 3.8849 -2.2668 3.9296
N1 3.9831 -1.6370 4.8898
C10 4.5152 -4.2291 2.7232
N2 5.1120 -5.2152 2.7305
C11 1.7965 4.3463 0.4183
C12 0.9065 4.2906 1.6521
C13 1.4396 3.3442 2.7261
C14 1.2658 1.8689 2.3797
N3 -0.1259 1.4669 2.4283
C15 -0.9183 1.1724 1.3747
Se1 -0.4778 1.2994 -0.4097
N4 -2.1270 0.7858 1.8494
C16 -3.2486 0.2989 1.0595
C17 -4.4006 1.2973 1.0174
C18 -4.0829 2.5591 0.2177
C19 -4.0842 2.3170 -1.2846
C20 -2.1112 0.8416 3.2278
C21 -3.0786 0.5489 4.1778
C22 -2.7229 0.7140 5.5059
C23 -1.4450 1.1414 5.8744
C24 -0.4735 1.4212 4.9299
C25 -0.8319 1.2703 3.5971
H7 1.3841 5.0180 -0.3322
H8 1.8891 3.3654 -0.0440
H9 2.7949 4.6991 0.6767
H10 -0.0999 3.9783 1.3586
H11 0.8140 5.2929 2.0797
H12 0.9416 3.5498 3.6775
H13 2.5067 3.5241 2.8812
H14 1.8167 1.2211 3.0663
H15 1.6218 1.6454 1.3729
H16 -3.5643 -0.6530 1.4948
H17 -2.8658 0.0896 0.0595
H18 -4.6804 1.5663 2.0398
H19 -5.2604 0.7900 0.5735
H20 -3.1076 2.9483 0.5238
H21 -4.8205 3.3283 0.4639
H22 -3.3431 1.5715 -1.5627
H23 -3.8441 3.2292 -1.8285
H24 -5.0603 1.9685 -1.6202
H25 -4.0609 0.1983 3.8982
H26 -3.4499 0.4998 6.2755
H27 -1.2060 1.2502 6.9227
H28 0.5216 1.7259 5.2187
Br1 4.1930 -1.8562 -3.0176
C26 3.0788 -3.3588 -3.3237
C27 3.6439 -4.5477 -3.7631
C28 2.7888 -5.6164 -3.9503
C29 1.4292 -5.4515 -3.7164
C30 0.9800 -4.2162 -3.2825
N5 1.7994 -3.1862 -3.0837
H29 4.7066 -4.6245 -3.9329
H30 3.1830 -6.5748 -4.2602
H31 0.7331 -6.2655 -3.8471
H32 -0.0657 -4.0263 -3.0768
S3 -3.8569 -2.9254 -1.5749
C31 -2.2812 -2.5774 -1.4228
N6 -1.1422 -2.3251 -1.3280

---

One value per record, in order, for relative energy (zero: lowest compared OMol25 entry of this formula, charge and spin): 0.0 0.2 0.0 0.0 7.5 11.3 kcal per mole.
One value per record, in order, for E_tot: -87809.0385 -64811.7606 -140550.1978 -249960.1501 -139419.8151 -210344.0763 eV.